Entry 1:
DFT (wB97M-V/def2-TZVPD) results for a structure of composition C20H30F3NO13Zn in a non-equilibrium geometry.

Last column: Löwdin charge in e.
Atoms and positions in Å:
1 Zn 12.284 -25.129 -4.499  0.639
2 C 12.922 -23.924 -1.474  -0.368
3 O 11.587 -23.441 -1.632  -0.111
4 O 13.164 -24.659 -2.659  -0.218
5 C 13.899 -22.721 -1.328  -0.598
6 F 13.529 -21.932 -0.363  0.171
7 F 15.114 -23.125 -1.023  0.151
8 F 14.102 -21.921 -2.426  0.107
9 C 10.791 -23.597 -0.417  -0.203
10 C 9.307 -23.182 -0.796  -0.047
11 H 8.646 -23.139 0.069  0.069
12 H 9.363 -22.255 -1.367  0.074
13 H 8.846 -23.966 -1.398  0.034
14 H 11.106 -22.905 0.364  0.106
15 H 10.737 -24.627 -0.065  0.116
16 H 12.925 -24.573 -0.598  0.146
17 N 10.974 -25.471 -7.560  -0.652
18 O 11.259 -25.407 -6.369  -0.079
19 O 11.808 -25.831 -8.315  0.028
20 O 9.818 -25.277 -7.919  -0.023
21 O 10.450 -25.548 -3.738  0.064
22 C 9.205 -25.448 -3.722  -0.407
23 O 8.455 -25.941 -2.757  0.046
24 C 7.104 -25.629 -2.863  -0.174
25 C 6.968 -25.210 -4.329  -0.116
26 C 8.370 -24.672 -4.636  -0.054
27 H 6.783 -24.846 -2.177  0.123
28 H 6.578 -26.552 -2.616  0.130
29 H 6.174 -24.475 -4.457  0.122
30 H 6.868 -26.150 -4.872  0.125
31 H 8.544 -23.635 -4.350  0.139
32 H 8.510 -24.840 -5.704  0.123
33 O 11.799 -23.217 -4.841  0.064
34 C 11.529 -22.009 -5.056  -0.317
35 O 10.252 -21.557 -5.004  0.034
36 C 10.132 -20.264 -5.485  -0.155
37 C 11.568 -19.987 -6.051  -0.148
38 C 12.473 -20.834 -5.231  -0.066
39 H 9.773 -19.608 -4.693  0.128
40 H 9.425 -20.269 -6.315  0.127
41 H 11.851 -18.937 -6.121  0.120
42 H 11.465 -20.361 -7.070  0.123
43 H 12.741 -20.369 -4.282  0.134
44 H 13.444 -21.035 -5.684  0.135
45 O 14.084 -24.747 -5.406  0.090
46 C 15.289 -24.907 -5.366  -0.426
47 O 15.916 -25.785 -6.116  0.073
48 C 17.296 -25.879 -5.831  -0.126
49 C 17.426 -25.073 -4.464  -0.122
50 C 16.261 -24.080 -4.549  -0.043
51 H 17.963 -25.356 -6.517  0.120
52 H 17.655 -26.902 -5.714  0.124
53 H 18.375 -24.540 -4.529  0.104
54 H 17.457 -25.741 -3.603  0.116
55 H 16.479 -23.147 -5.069  0.137
56 H 15.791 -23.846 -3.594  0.111
57 O 12.625 -27.134 -4.656  0.081
58 C 12.529 -28.343 -4.826  -0.407
59 O 13.163 -29.171 -4.073  0.089
60 C 13.065 -30.486 -4.564  -0.151
61 C 11.935 -30.538 -5.603  -0.133
62 C 11.834 -29.034 -6.055  -0.008
63 H 12.816 -31.168 -3.751  0.128
64 H 14.042 -30.709 -4.994  0.131
65 H 11.024 -31.007 -5.231  0.109
66 H 12.206 -31.187 -6.436  0.108
67 H 10.810 -28.694 -6.209  0.123
68 H 12.308 -28.859 -7.020  0.129

Properties
- LUMO energy (eV) = 0.502
- relative energy (zero: lowest compared OMol25 entry of this formula, charge and spin) (kcal/mol) = 54.1
- orbital gap (eV) = 8.209
- HOMO level (eV) = -7.71
- electronic energy (eV) = -105901.205



Entry 2:
DFT (wB97M-V/def2-TZVPD) results for a structure of composition C23H29FN2O4RuSb2 in a non-equilibrium geometry.

Last column: Löwdin charge in e.
Atoms and positions in Å:
1 Ru 0.255 0.101 -0.378  0.848
2 C -0.392 0.896 1.603  -0.160
3 C 0.958 0.442 1.719  -0.143
4 C 0.959 -0.944 1.435  -0.121
5 C -0.382 -1.352 1.149  -0.114
6 C -1.218 -0.222 1.281  -0.114
7 H -0.733 1.900 1.803  0.119
8 H 1.808 1.030 2.027  0.128
9 H 1.826 -1.588 1.425  0.137
10 H -0.697 -2.348 0.881  0.141
11 H -2.290 -0.202 1.165  0.133
12 C 3.944 -0.797 -1.379  -0.243
13 Sb 2.493 0.712 -1.645  1.486
14 C 3.411 2.548 -1.136  -0.246
15 C 2.062 0.878 -3.728  -0.259
16 C 1.975 2.331 -4.080  -0.307
17 C 3.133 2.995 -4.483  -0.054
18 C 3.130 4.349 -4.770  -0.046
19 C 1.950 5.068 -4.651  -0.046
20 C 0.790 4.415 -4.273  -0.035
21 C 0.779 3.048 -3.988  -0.280
22 C -0.545 2.413 -3.665  -0.265
23 Sb -0.960 2.111 -1.593  1.460
24 C -0.852 4.073 -0.819  -0.253
25 C -3.009 1.604 -1.548  -0.244
26 H 4.861 -0.427 -1.837  0.033
27 H 3.615 -1.698 -1.888  0.022
28 H 4.122 -1.000 -0.326  0.022
29 H 4.078 2.853 -1.939  0.021
30 H 3.973 2.435 -0.211  0.025
31 H 2.640 3.305 -1.008  0.011
32 H 1.136 0.333 -3.897  0.022
33 H 2.833 0.356 -4.294  0.092
34 H 4.053 2.430 -4.591  0.126
35 H 4.039 4.836 -5.094  0.120
36 H 1.927 6.125 -4.875  0.119
37 H -0.138 4.973 -4.224  0.120
38 H -0.735 1.476 -4.191  0.068
39 H -1.344 3.102 -3.952  0.079
40 H -1.512 4.708 -1.408  0.033
41 H 0.169 4.443 -0.902  0.015
42 H -1.166 4.096 0.222  0.017
43 H -3.549 2.369 -2.106  0.035
44 H -3.376 1.591 -0.524  0.021
45 H -3.159 0.635 -2.016  0.011
46 F -5.030 -2.649 -4.395  0.133
47 C -3.740 -2.381 -4.524  -0.185
48 C -2.834 -2.897 -3.696  0.060
49 N -1.477 -2.626 -3.856  0.001
50 C -0.515 -2.956 -2.831  -0.013
51 C -0.172 -1.744 -2.004  -0.560
52 O 0.935 -1.633 -1.393  -0.129
53 O -0.989 -0.796 -1.845  -0.117
54 C -1.021 -1.753 -4.823  -0.463
55 O 0.140 -1.377 -4.827  0.075
56 N -1.965 -1.316 -5.708  0.235
57 C -3.359 -1.490 -5.628  -0.373
58 O -4.109 -0.939 -6.381  0.161
59 H -3.109 -3.577 -2.902  0.153
60 H 0.412 -3.335 -3.260  0.156
61 H -0.932 -3.731 -2.187  0.156
62 H -1.633 -0.731 -6.465  0.180

Properties
- LUMO energy (spin up / spin down) (eV) = -7.679 / -7.678
- relative energy (zero: lowest compared OMol25 entry of this formula, charge and spin) (kcal/mol) = 10.6
- orbital gap (spin up / spin down) (eV) = 6.453 / 6.454
- total charge = +2
- HOMO level (spin up / spin down) (eV) = -14.13 / -14.13
- electronic energy (eV) = -53852.284